A structure of composition C24H38N4OP2Sn in a non-equilibrium geometry, computed with ωB97M-V/def2-TZVPD.

Summary:
**E**: -57915.861 eV
**Charge**: 0
**2S+1**: 1
**Relative energy (zero: lowest compared OMol25 entry of this formula, charge and spin)**: 38.9 kcal/mol
**Orbital gap**: 0.134 Ha

Last column: Mulliken charge in e.
Cartesian coordinates (Å):
Sn1 0.01 -0.13 -1.09  1.94
C1 -1.35 3.00 1.91  -1.41
P1 -1.57 1.97 0.41  0.83
C2 -3.10 1.03 0.75  -1.34
C3 -2.19 3.30 -0.71  -1.00
C4 -2.60 2.84 -2.11  -1.19
P2 -1.28 1.83 -2.92  0.79
C5 -0.07 3.11 -3.39  -1.38
C6 -2.13 1.44 -4.49  -1.41
H1 -2.27 3.57 2.11  0.48
H2 -0.53 3.71 1.75  0.37
H3 -1.13 2.38 2.77  0.27
H4 -3.91 1.72 1.00  0.53
H5 -2.92 0.34 1.57  0.27
H6 -3.36 0.44 -0.13  0.30
H7 -1.41 4.06 -0.77  0.40
H8 -3.04 3.76 -0.21  0.52
H9 -2.86 3.70 -2.73  0.56
H10 -3.49 2.20 -2.05  0.39
H11 -0.53 3.95 -3.90  0.41
H12 0.68 2.64 -4.02  0.37
H13 0.45 3.45 -2.49  0.29
H14 -2.53 2.35 -4.95  0.44
H15 -2.93 0.73 -4.30  0.38
H16 -1.42 0.97 -5.18  0.42
C7 -1.02 -1.48 4.69  -1.01
C8 -1.50 -2.57 3.95  -0.53
C9 -1.50 -2.58 2.57  -0.97
C10 -0.95 -1.50 1.83  -0.86
C11 -0.50 -0.40 2.60  1.70
C12 -0.55 -0.38 3.99  -0.62
N1 -0.85 -1.52 0.47  0.73
N2 -1.46 -2.64 -0.09  -0.83
C13 -1.44 -2.67 -1.42  -0.14
C14 -2.05 -3.75 -2.13  -0.85
C15 -2.02 -3.79 -3.49  -0.34
C16 -1.41 -2.78 -4.26  -0.93
C17 -0.83 -1.72 -3.60  -0.74
C18 -0.84 -1.65 -2.20  0.20
H17 -1.06 -1.48 5.77  0.40
H18 -1.91 -3.43 4.47  0.37
H19 -1.90 -3.41 2.01  0.46
H20 -0.14 0.47 2.07  -0.46
H21 -0.22 0.51 4.52  0.41
H22 -2.53 -4.54 -1.55  0.43
H23 -2.48 -4.63 -4.00  0.34
H24 -1.38 -2.84 -5.34  0.39
H25 -0.33 -0.93 -4.16  0.68
C19 3.77 0.78 2.31  -0.94
C20 2.53 0.90 1.39  -0.18
N3 2.37 -0.30 0.59  0.34
C21 3.54 -0.44 -0.28  -0.91
C22 4.80 -0.63 0.60  -0.61
N4 4.38 -0.55 2.04  -0.01
C23 3.41 -1.66 2.37  -1.03
C24 2.23 -1.50 1.40  0.50
H26 3.51 0.82 3.37  0.39
H27 4.53 1.54 2.10  0.29
H28 2.63 1.74 0.70  0.58
H29 1.65 1.07 2.00  -0.11
H30 3.58 0.42 -0.94  0.51
H31 3.38 -1.30 -0.93  0.45
H32 5.54 0.16 0.45  0.32
H33 5.29 -1.59 0.45  0.32
H34 5.20 -0.66 2.64  0.26
H35 3.14 -1.56 3.42  0.42
H36 3.94 -2.59 2.23  0.29
H37 1.23 -1.42 1.82  -0.67
H38 2.18 -2.37 0.74  0.68
O1 1.54 0.50 -1.99  -0.97